The following is a DFT calculation (ωB97M-V with the def2-TZVPD basis set) of a structure of composition C17H14BrClCrO2 at a distorted geometry.

Each line ends with the Löwdin spin population.
Cartesian coordinates (Å):
C1 0.5310 -1.9286 -1.9182  0.030
C2 1.6608 -1.4195 -1.1524  0.045
C3 1.5116 -1.9080 0.2001  0.010
H1 2.5014 -0.8441 -1.5305  0.009
C4 0.2787 -2.6303 0.2985  0.049
C5 -0.3264 -2.6580 -1.0063  0.032
H2 -1.2000 -3.2512 -1.2685  0.006
H3 0.3849 -1.8261 -2.9906  0.004
H4 2.2764 -1.8791 0.9810  0.000
H5 -0.0480 -3.2019 1.1683  0.008
Cr1 -0.1848 -0.5177 -0.4768  3.667
Br1 -1.6876 0.8274 -1.7037  0.077
C6 -5.0209 1.0289 -2.7417  0.000
C7 -5.3396 -0.3559 -2.9025  0.001
C8 -4.6920 -0.8233 -4.0921  0.000
H6 -5.9727 -0.9447 -2.2438  0.000
C9 -3.9756 0.2751 -4.6655  0.001
C10 -4.1777 1.4193 -3.8312  -0.001
H7 -3.7602 2.4091 -3.9916  0.000
H8 -5.3571 1.6759 -1.9364  0.000
H9 -4.7479 -1.8307 -4.4974  0.000
H10 -3.3885 0.2528 -5.5798  0.000
Cl1 4.7194 1.5755 6.3857  0.000
C11 3.8758 1.4468 4.9072  0.001
C12 4.3279 2.1210 3.7579  0.000
C13 3.6115 2.0049 2.5577  0.001
C14 2.4397 1.2398 2.4664  -0.001
C15 2.0233 0.5644 3.6188  0.000
C16 2.7189 0.6550 4.8313  0.000
C17 1.6414 1.1134 1.1721  0.010
O1 2.2042 1.5220 0.1433  0.017
O2 0.4855 0.5310 1.2602  0.034
H11 5.2244 2.7365 3.8358  0.000
H12 3.9855 2.5278 1.6721  0.000
H13 1.1203 -0.0423 3.5593  0.000
H14 2.3566 0.1350 5.7131  0.000

## Properties
electronic energy: -4885.3986 hartree
frontier orbital gap: 3.6 eV
net charge: -2
E_LUMO: 3.68 eV
energy relative to the best compared isomer or geometry (same formula, charge and spin): 0.0 kJ/mol
expectation value of S²: 6.02
2S+1: 5